Entry 1:
A structure of composition C6H19ClCuN3PSi at a distorted geometry. Source: OMol25; level of theory: ωB97M-V/def2-TZVPD.

Computed properties:
- multiplicity = 2
- HOMO (alpha / beta) (eV) = -16.18 / -16.57
- E_LUMO (alpha / beta) (eV) = -9.633 / -9.633
- molecular weight (g mol⁻¹) = 291.30
- expectation value of S² = 0.75
- E_tot (eV) = -85311.511
- orbital gap (alpha / beta) (eV) = 6.5497 / 6.9385
- charge = +2

Cartesian coordinates (Å):
C -0.970 3.150 -1.099
C -1.604 2.481 0.128
P -1.898 0.697 -0.081
C -1.989 -0.194 1.507
C -1.240 0.492 2.665
Si -0.641 -0.296 -1.678
Cl -1.934 -0.875 -3.165
C 0.341 -1.814 -1.112
C 1.693 -1.323 -0.602
N 2.406 -0.654 -1.663
N 1.389 -0.346 0.449
N 2.505 -2.496 -0.208
H -1.574 2.962 -1.978
H -1.002 4.215 -0.929
H 0.040 2.819 -1.259
H -1.017 2.690 1.013
H -2.582 2.922 0.288
H -1.678 -1.224 1.398
H -3.040 -0.211 1.773
H -0.406 1.082 2.311
H -0.827 -0.253 3.327
H -1.903 1.134 3.216
H 0.230 0.732 -2.239
H 0.450 -2.545 -1.901
H -0.200 -2.277 -0.260
H 2.942 -1.325 -2.202
H 3.032 0.064 -1.315
H 1.159 -0.820 1.313
H 2.159 0.297 0.607
H 3.420 -2.158 0.087
H 2.119 -3.003 0.600
Cu 0.617 -3.925 1.011

=====

Entry 2:
A structure of composition C40H74IrN12PSTe at a distorted geometry. Source: OMol25; level of theory: ωB97M-V/def2-TZVPD.

Computed properties:
- multiplicity = 2
- HOMO (alpha / beta) (eV) = -14.12 / -15.30
- E_LUMO (alpha / beta) (eV) = -7.231 / -7.427
- molecular weight (g mol⁻¹) = 1105.97
- expectation value of S² = 0.75
- E_tot (eV) = -90796.263
- orbital gap (alpha / beta) (eV) = 6.8884 / 7.8771
- charge = +3
- ΔE to the lowest compared entry with this formula, charge and spin (eV) = 0.085

Cartesian coordinates (Å):
Ir 0.662 -0.212 -0.036
C 0.664 -5.153 0.362
N 1.776 -4.463 -0.272
C 2.767 -5.334 -0.898
C 2.005 -3.120 -0.129
N 1.028 -2.252 -0.419
C -0.070 -2.840 -1.225
C -0.911 -1.783 -1.893
N -1.408 -0.770 -0.917
C -2.113 0.240 -1.773
C -2.669 1.524 -1.168
N -1.633 2.487 -0.760
C -1.694 3.760 -1.188
N -2.853 4.317 -1.615
C -4.125 4.064 -0.951
C -2.927 5.130 -2.827
N -0.598 4.531 -1.179
C 0.747 3.995 -1.066
C -0.663 5.991 -1.129
C -2.398 -1.413 0.007
C -1.856 -1.926 1.339
N -1.380 -0.810 2.100
C -1.377 -0.676 3.376
N -1.002 0.668 3.803
C 0.117 0.711 4.754
C -2.119 1.529 4.235
N -1.673 -1.612 4.313
C -2.077 -1.304 5.685
C -1.502 -3.042 4.074
N 3.230 -2.797 0.333
C 3.990 -3.719 1.176
C 3.957 -1.580 0.052
H 1.058 -5.964 0.981
H 0.118 -4.477 1.018
H -0.025 -5.587 -0.366
H 2.265 -5.967 -1.629
H 3.513 -4.738 -1.418
H 3.267 -5.981 -0.174
H 0.322 -3.517 -1.988
H -0.727 -3.446 -0.602
H -0.337 -1.244 -2.640
H -1.750 -2.262 -2.411
H -1.414 0.513 -2.548
H -2.949 -0.273 -2.264
H -3.304 1.954 -1.942
H -3.320 1.308 -0.316
H -3.971 3.486 -0.041
H -4.576 5.019 -0.678
H -4.826 3.532 -1.598
H -1.942 5.237 -3.272
H -3.583 4.639 -3.548
H -3.331 6.121 -2.613
H 0.726 2.922 -1.219
H 1.382 4.465 -1.819
H 1.161 4.210 -0.078
H -1.666 6.317 -0.872
H 0.025 6.337 -0.357
H -0.371 6.433 -2.082
H -3.182 -0.688 0.213
H -2.870 -2.242 -0.529
H -2.649 -2.504 1.822
H -1.027 -2.612 1.148
H 0.777 -0.138 4.586
H 0.678 1.634 4.607
H -0.225 0.695 5.791
H -2.999 1.326 3.625
H -2.369 1.388 5.287
H -1.832 2.572 4.108
H -2.730 -0.441 5.725
H -2.653 -2.150 6.054
H -1.225 -1.165 6.351
H -0.925 -3.214 3.174
H -0.949 -3.469 4.912
H -2.461 -3.557 4.000
H 4.855 -4.120 0.645
H 4.342 -3.165 2.047
H 3.364 -4.535 1.520
H 4.810 -1.795 -0.599
H 3.308 -0.855 -0.413
H 4.345 -1.156 0.980
N 2.871 2.021 0.953
C 2.861 0.955 1.763
N 2.036 -0.062 1.625
C 2.251 -0.999 2.651
C 1.543 -2.174 2.861
C 1.882 -2.982 3.932
C 2.912 -2.633 4.806
C 3.617 -1.457 4.619
C 3.271 -0.656 3.539
S 3.963 0.880 3.097
H 2.299 1.973 0.124
H 3.620 2.692 0.997
H 0.747 -2.441 2.181
H 1.339 -3.904 4.097
H 3.160 -3.281 5.636
H 4.410 -1.171 5.296
C 4.573 1.168 -1.693
C 3.207 1.625 -2.203
P 1.745 0.489 -2.106
C 0.630 1.313 -3.345
C 1.223 2.269 -4.384
C 2.373 -0.970 -3.048
C 2.849 -0.719 -4.478
H 5.304 1.952 -1.893
H 4.913 0.279 -2.223
H 4.595 0.960 -0.627
H 3.323 1.838 -3.265
H 2.914 2.579 -1.753
H -0.126 1.848 -2.775
H 0.117 0.500 -3.866
H 1.650 3.158 -3.920
H 0.432 2.601 -5.057
H 1.993 1.809 -4.997
H 1.581 -1.718 -3.049
H 3.183 -1.403 -2.463
H 2.033 -0.414 -5.132
H 3.265 -1.637 -4.891
H 3.632 0.037 -4.528
Te -0.914 1.719 1.155
C -0.315 3.582 1.995
C 0.855 3.744 2.729
C 1.072 4.915 3.443
C 0.122 5.926 3.430
C -1.061 5.753 2.723
C -1.292 4.576 2.026
H 1.605 2.968 2.750
H 1.984 5.037 4.013
H 0.290 6.837 3.988
H -1.818 6.527 2.735
H -2.247 4.439 1.531

=====

Entry 3:
A structure of composition C18H18BrCl2INO3Os at a distorted geometry. Source: OMol25; level of theory: ωB97M-V/def2-TZVPD.

Computed properties:
- multiplicity = 5
- HOMO (alpha / beta) (eV) = -10.72 / -10.72
- E_LUMO (alpha / beta) (eV) = -3.613 / -5.756
- molecular weight (g mol⁻¹) = 764.29
- expectation value of S² = 6.02
- E_tot (eV) = -132237.522
- orbital gap (alpha / beta) (eV) = 7.1063 / 4.9622
- charge = +1
- ΔE to the lowest compared entry with this formula, charge and spin (eV) = 0.847

Cartesian coordinates (Å):
Os 0.335 0.989 3.090
I -1.022 3.390 4.073
C -0.887 1.287 4.654
H -1.837 0.798 4.441
H -0.448 1.195 5.650
C 2.694 3.551 1.206
C 1.754 2.546 0.465
C 1.579 2.450 -1.057
O 0.982 1.842 1.101
H 2.980 4.221 0.430
H 3.452 2.832 1.631
H 1.966 4.054 1.891
H 2.444 2.041 -1.655
H 1.603 3.476 -1.475
H 0.752 1.792 -1.379
Cl -0.893 -0.283 -3.491
C 0.666 -0.638 -2.804
C 1.840 -0.633 -3.633
C 3.064 -0.583 -2.986
C 3.186 -0.757 -1.614
C 2.045 -0.864 -0.840
Cl 2.124 -1.390 0.801
C 0.803 -0.786 -1.417
N -0.324 -0.654 -0.627
C -1.377 -1.656 -0.712
C -1.091 -2.901 -1.293
C -2.074 -3.881 -1.366
C -3.362 -3.593 -0.878
C -3.606 -2.422 -0.189
C -2.662 -1.401 -0.165
C -2.913 0.000 0.419
C -2.463 0.234 1.839
O -3.152 0.399 2.804
O -1.057 0.250 2.001
H 1.787 -0.552 -4.694
H 3.968 -0.327 -3.535
H 4.195 -0.758 -1.109
H -0.158 -0.373 0.298
H -0.193 -3.251 -1.828
H -1.898 -4.832 -1.911
H -4.096 -4.341 -0.958
H -4.624 -2.324 0.230
H -3.941 0.308 0.346
H -2.323 0.564 -0.223
Br 2.182 0.979 4.467

=====

Entry 4:
A structure of composition C23H39N3OS4Si2Y at a distorted geometry. Source: OMol25; level of theory: ωB97M-V/def2-TZVPD.

Computed properties:
- HOMO (eV) = -8.89
- E_LUMO (eV) = -2.478
- molecular weight (g mol⁻¹) = 646.93
- E_tot (eV) = -91138.597
- orbital gap (eV) = 6.4146
- charge = +1
- ΔE to the lowest compared entry with this formula, charge and spin (eV) = 2.061

Cartesian coordinates (Å):
Y 0.154 0.260 -0.016
C -2.971 0.026 2.876
C -2.077 1.106 3.476
S -0.367 0.577 3.265
C 0.596 1.929 3.976
C 0.319 3.321 3.427
S 0.348 3.395 1.615
C -1.096 4.463 1.354
C -1.666 4.302 -0.039
S -2.064 2.611 -0.525
C -3.569 2.272 0.419
C -3.900 0.789 0.312
S -2.726 -0.337 1.110
H -4.023 0.283 3.001
H -2.806 -0.918 3.398
H -2.305 1.213 4.538
H -2.226 2.065 2.982
H 1.632 1.645 3.781
H 0.456 1.927 5.058
H 1.064 4.009 3.826
H -0.658 3.669 3.761
H -0.800 5.502 1.506
H -1.852 4.217 2.102
H -0.955 4.652 -0.791
H -2.565 4.911 -0.142
H -4.394 2.845 -0.009
H -3.451 2.576 1.458
H -3.910 0.471 -0.732
H -4.885 0.584 0.729
C 0.188 -3.737 -1.046
Si 0.991 -2.047 -1.418
C 2.856 -2.399 -1.186
C 0.781 -1.744 -3.277
C 1.268 -2.711 -4.168
C 1.199 -2.544 -5.539
C 0.631 -1.385 -6.053
C 0.136 -0.428 -5.186
C 0.195 -0.582 -3.793
Si -0.658 0.727 -2.695
C -0.256 2.414 -3.484
C -2.486 0.378 -3.141
H 0.463 -4.468 -1.810
H -0.903 -3.689 -1.022
H 0.535 -4.130 -0.088
H 3.209 -3.096 -1.950
H 3.062 -2.860 -0.215
H 3.457 -1.491 -1.271
H 1.717 -3.621 -3.781
H 1.585 -3.306 -6.204
H 0.572 -1.235 -7.124
H -0.315 0.464 -5.608
H -0.539 2.446 -4.538
H 0.811 2.640 -3.422
H -0.799 3.222 -2.991
H -2.581 0.361 -4.229
H -3.196 1.121 -2.766
H -2.784 -0.612 -2.786
C 4.770 -0.739 1.879
N 3.495 -1.415 2.116
C 3.418 -2.627 2.724
C 2.243 -3.280 2.863
C 1.086 -2.655 2.314
N 1.165 -1.462 1.740
C 2.351 -0.839 1.626
O 2.415 0.272 1.053
N -0.116 -3.243 2.374
H 5.554 -1.301 2.377
H 4.728 0.273 2.275
H 4.963 -0.696 0.809
H 4.353 -3.034 3.083
H 2.196 -4.243 3.346
H -0.198 -4.195 2.685
H -0.865 -2.869 1.812

=====

Entry 5:
A structure of composition C12H32ClInN8O19P at a distorted geometry. Source: OMol25; level of theory: ωB97M-V/def2-TZVPD.

Computed properties:
- HOMO (eV) = -4.25
- E_LUMO (eV) = 1.247
- molecular weight (g mol⁻¹) = 773.67
- E_tot (eV) = -90749.987
- orbital gap (eV) = 5.5006
- charge = -1

Cartesian coordinates (Å):
C 5.277 -2.333 2.953
C 3.786 -2.414 3.200
O 3.273 -3.434 3.587
O 3.092 -1.270 2.983
C 2.743 -1.056 1.582
C 1.252 -1.068 1.299
In -0.132 -1.844 2.873
C -0.766 -3.889 2.256
O -1.806 -4.541 3.053
N -2.957 -3.798 3.049
O -3.578 -3.957 4.038
P -2.044 -0.150 3.034
O -2.637 -0.392 4.575
Cl -0.926 1.668 3.255
H 5.596 -1.358 2.589
H 5.775 -2.520 3.907
H 5.571 -3.111 2.248
H 3.123 -0.060 1.328
H 3.284 -1.763 0.948
H 0.917 -0.080 0.994
H 1.105 -1.733 0.441
H 0.610 -1.948 4.478
H -1.054 -3.924 1.199
H 0.108 -4.538 2.347
H -2.007 -0.908 5.098
C 1.290 3.527 -0.429
N 1.320 2.063 -0.694
O 0.267 1.498 -0.904
O 2.410 1.529 -0.682
H 0.257 3.855 -0.465
H 1.720 3.680 0.557
H 1.891 4.008 -1.196
C -2.448 0.375 -2.590
N -2.563 -0.558 -1.437
O -1.643 -1.322 -1.241
O -3.574 -0.484 -0.773
H -1.499 0.192 -3.081
H -3.277 0.181 -3.258
H -2.500 1.384 -2.193
C 3.406 1.547 4.259
N 3.375 2.972 3.823
O 2.914 3.227 2.731
O 3.826 3.797 4.593
H 2.975 0.933 3.482
H 4.445 1.289 4.437
H 2.827 1.476 5.175
C -5.264 -0.632 -6.731
N -4.290 -0.195 -5.693
O -3.240 -0.794 -5.614
O -4.625 0.740 -4.996
H -4.834 -1.467 -7.271
H -6.176 -0.917 -6.217
H -5.442 0.217 -7.383
C 1.542 2.612 -4.188
N 1.844 4.032 -4.516
O 1.638 4.416 -5.647
O 2.286 4.723 -3.619
H 1.154 2.128 -5.075
H 2.464 2.149 -3.851
H 0.804 2.612 -3.390
C -5.324 -0.296 5.662
N -6.456 0.134 6.529
O -7.355 0.780 6.028
O -6.412 -0.189 7.699
H -5.502 0.064 4.656
H -4.414 0.128 6.068
H -5.285 -1.380 5.691
C 3.360 -0.776 -6.811
N 2.172 -0.182 -6.138
O 1.388 0.445 -6.821
O 2.071 -0.370 -4.946
H 3.315 -0.527 -7.864
H 4.242 -0.355 -6.338
H 3.317 -1.849 -6.651

=====

Entry 6:
A cluster of 2 separate species, C3H7ClO in total at a distorted geometry. Source: OMol25; level of theory: ωB97M-V/def2-TZVPD.

Computed properties:
- HOMO (eV) = -9.74
- E_LUMO (eV) = 0.668
- molecular weight (g mol⁻¹) = 94.54
- E_tot (eV) = -17789.959
- orbital gap (eV) = 10.4127
- charge = 0
- ΔE to the lowest compared entry with this formula, charge and spin (eV) = 4.072

Cartesian coordinates (Å):
C -0.555 1.029 0.858
C -0.491 -0.321 -0.927
C 0.913 -0.800 -0.341
H -0.796 0.149 2.059
H 0.683 1.013 0.799
H -1.018 2.095 1.194
H -0.641 -0.467 -2.090
H -0.947 -0.993 -0.246
H 0.776 -0.802 0.712
H 0.839 -1.878 -0.543
O -0.967 0.945 -0.587
Cl 2.204 0.030 -0.890

=====

Entry 7:
A cluster of 2 separate species, C3H10N2S in total at a distorted geometry. Source: OMol25; level of theory: ωB97M-V/def2-TZVPD.

Computed properties:
- SMILES = [H]/N=C/N.CSC
- HOMO (eV) = -8.14
- E_LUMO (eV) = 0.857
- molecular weight (g mol⁻¹) = 106.19
- E_tot (eV) = -17087.076
- orbital gap (eV) = 8.9971
- charge = 0
- ΔE to the lowest compared entry with this formula, charge and spin (eV) = 1.528

Cartesian coordinates (Å):
C 2.429 1.098 -0.258
S 0.676 1.250 -0.802
C -0.150 1.420 0.872
H 2.503 1.302 0.832
H 2.749 0.087 -0.466
H 3.068 1.832 -0.746
H 0.538 1.852 1.610
H -0.318 0.365 1.123
H -1.080 1.960 1.039
N -1.807 -0.655 -0.775
C -1.439 -1.925 -0.446
N -0.658 -2.282 0.510
H -2.498 -0.430 -1.476
H -2.076 -0.172 0.086
H -1.854 -2.649 -1.288
H -0.084 -3.053 0.187

=====

Entry 8:
A structure of composition C25H33I2O2P2PtSi at a distorted geometry. Source: OMol25; level of theory: ωB97M-V/def2-TZVPD.

Computed properties:
- multiplicity = 5
- HOMO (alpha / beta) (eV) = -16.09 / -16.46
- E_LUMO (alpha / beta) (eV) = -10.585 / -12.316
- molecular weight (g mol⁻¹) = 904.46
- expectation value of S² = 6.03
- E_tot (eV) = -76431.618
- orbital gap (alpha / beta) (eV) = 5.5038 / 4.1433
- charge = +3
- ΔE to the lowest compared entry with this formula, charge and spin (eV) = 0.751

Cartesian coordinates (Å):
I 1.609 0.613 -3.597
I -0.948 3.030 0.228
Pt 1.004 2.098 -1.415
P 3.027 2.127 -0.454
C 3.534 0.456 -0.035
C 4.231 2.854 -1.570
H 5.145 2.912 -0.963
H 3.947 3.045 1.439
H 3.876 3.854 -1.870
H 2.682 4.149 0.747
H 3.306 -0.285 -0.816
H 4.344 2.195 -2.442
C 2.933 3.117 1.024
H 4.617 0.517 0.129
H 2.179 2.684 1.693
H 2.984 0.256 0.895
P -0.804 2.765 -3.065
C -2.088 1.470 -3.347
C -1.866 4.240 -2.701
H 0.505 3.982 -4.744
H -1.118 3.574 -5.355
H 0.167 2.322 -5.275
C -0.262 3.198 -4.773
H -1.227 5.110 -2.512
H -2.546 4.476 -3.536
H -2.846 1.876 -4.041
H -2.581 1.199 -2.403
H -2.455 4.034 -1.797
H -1.642 0.563 -3.776
C 0.294 0.342 -0.829
O -0.487 -0.317 -1.512
O 0.592 -0.126 0.460
Si -0.428 -1.320 1.153
C -0.318 -2.898 0.265
C -1.224 -3.872 0.725
C -1.128 -5.161 0.212
C -0.150 -5.482 -0.729
C 0.749 -4.488 -1.178
C 0.672 -3.199 -0.651
C 0.430 -1.605 2.739
C -0.199 -1.349 3.962
C 0.454 -1.656 5.158
C 1.748 -2.198 5.136
C 2.403 -2.408 3.907
C 1.750 -2.062 2.718
C -2.156 -0.692 1.235
C -2.605 0.232 2.190
C -3.942 0.632 2.188
C -4.817 0.183 1.187
C -4.342 -0.664 0.179
C -3.013 -1.105 0.204
H -1.974 -3.641 1.485
H -1.857 -5.916 0.544
H -0.090 -6.491 -1.141
H 1.515 -4.686 -1.921
H 1.376 -2.422 -0.970
H -1.180 -0.882 3.997
H -0.080 -1.503 6.103
H 2.252 -2.448 6.071
H 3.405 -2.835 3.830
H 2.293 -2.170 1.774
H -1.903 0.678 2.905
H -4.277 1.306 2.980
H -5.852 0.538 1.196
H -4.978 -1.009 -0.635
H -2.637 -1.738 -0.602

=====

> Number 6 is which compound?

C3H7ClO

=====

> Among the records above, which one has the highest E_tot?

C3H10N2S

=====

> Which value of E_tot does entry 8 give?

-76431.618 eV